71
Properties=species:S:1:pos:R:3:forces:R:3:lowdin_charge:R:1 method="wB97M-V/def2-TZVPD" spin_multiplicity=1 charge=+1 molar_mass_g_mol=477.70 e_above_lowest_kj_mol=0.0
C 2.5739 -1.7726 2.0744 -0.621 -0.120 -0.081 -0.2514
S 1.4791 -0.3677 1.6242 1.353 0.734 0.936 0.9701
C 0.6730 -0.1293 3.2599 -0.018 -0.418 -0.530 -0.2563
C 2.5332 0.9743 1.5662 -0.547 -0.228 0.655 -0.5014
C 2.8027 1.6758 0.3990 0.686 1.360 -2.357 -0.4156
N 3.0965 2.3135 -0.5515 -0.831 -1.278 1.991 0.1002
H 3.1197 -2.0438 1.1656 -0.128 0.102 0.207 0.0621
H 3.2662 -1.4756 2.8687 -0.223 0.086 -0.197 0.0657
H 1.9335 -2.5994 2.3989 0.231 0.009 -0.062 0.0534
H -0.0461 0.6889 3.1405 0.213 -0.227 0.072 0.0329
H 0.1570 -1.0630 3.5095 0.052 0.253 0.089 0.0566
H 1.4278 0.1202 4.0144 -0.145 -0.068 -0.277 0.0670
H 3.1161 1.1843 2.4662 -0.141 -0.217 -0.307 0.0650
C -5.2420 4.6805 -2.1382 0.014 0.482 -0.154 0.0009
N -4.4393 3.8128 -1.3078 -0.206 -0.571 0.133 -0.0384
C -4.8756 2.5760 -0.9288 -1.412 -0.100 -0.305 -0.3700
O -5.9775 2.0999 -1.1938 1.771 0.540 0.422 0.0955
C -3.7557 1.9262 -0.1185 -0.742 -0.062 0.428 -0.1488
C -3.1436 0.7057 -0.8114 0.102 -0.094 -0.292 -0.0826
C -4.1479 -0.4169 -0.9806 -0.057 -0.125 -0.037 -0.2368
C -4.3556 -1.3366 0.0535 -0.219 0.044 -0.328 -0.0472
C -5.3251 -2.3356 -0.0844 0.043 0.112 -0.065 -0.0759
C -6.0911 -2.4134 -1.2525 0.172 0.206 -0.012 -0.0740
C -5.8776 -1.4968 -2.2898 0.099 0.001 0.191 -0.0620
C -4.9028 -0.5089 -2.1557 0.036 -0.147 0.207 -0.0475
N -2.8098 3.0367 0.0437 1.896 -0.453 1.179 0.0513
C -1.6871 2.9137 0.7776 -1.421 0.046 -0.858 0.0293
C -0.7572 3.9382 0.9097 1.064 0.818 0.297 -0.0633
C 0.4156 3.9006 1.6535 -0.926 -0.224 -0.348 0.0454
C 1.3270 5.0045 1.7539 0.608 0.923 0.028 -0.1962
C 2.5145 4.9043 2.5328 -0.564 -0.436 -0.204 -0.0018
C 3.4063 5.9531 2.6353 -0.051 0.670 -0.281 0.0251
C 3.1573 7.1790 1.9648 -0.409 -0.653 0.000 -0.2236
N 4.0495 8.2489 2.0649 0.337 0.268 0.115 -0.2542
C 5.1184 8.4666 1.1139 -0.060 -0.213 -0.064 -0.0671
C 3.9114 9.2938 3.0571 -0.145 -0.173 0.049 -0.0689
C 1.9827 7.3015 1.1888 0.143 -0.286 0.246 0.0218
C 1.0918 6.2469 1.0908 0.054 -0.378 0.151 0.0051
C -3.1854 4.2513 -0.7151 -0.185 0.559 -0.556 -0.4552
C -2.1895 4.5823 -1.8401 0.083 -0.242 -0.046 0.0194
C -3.4438 5.4642 0.1976 -0.134 -0.201 0.182 0.0180
H -6.1352 4.1400 -2.4624 0.247 0.041 0.166 0.1042
H -5.5392 5.5780 -1.5805 -0.085 -0.207 -0.158 0.0972
H -4.6680 4.9987 -3.0179 -0.198 -0.106 0.130 0.0969
H -4.1672 1.6332 0.8653 0.173 0.110 -0.368 0.1792
H -2.7514 1.0239 -1.7936 -0.053 -0.150 0.353 0.1371
H -2.2998 0.3672 -0.1935 -0.085 0.002 -0.226 0.1114
H -3.7575 -1.2592 0.9664 -0.202 -0.103 -0.232 0.1096
H -5.4827 -3.0495 0.7268 0.025 0.209 -0.284 0.1061
H -6.8556 -3.1855 -1.3583 0.258 0.240 0.058 0.1081
H -6.4797 -1.5358 -3.1997 0.199 -0.064 0.298 0.1112
H -4.7311 0.2137 -2.9581 -0.117 -0.262 0.236 0.1197
H -1.5341 1.9545 1.2815 -0.155 0.245 -0.205 0.1453
H -0.9698 4.8556 0.3698 0.211 -0.435 0.309 0.0557
H 0.6522 2.9844 2.2027 0.121 0.221 -0.158 0.1039
H 2.7153 3.9658 3.0550 -0.035 0.237 -0.170 0.1161
H 4.3178 5.8677 3.2307 -0.319 -0.006 -0.194 0.1287
H 5.1277 7.6684 0.3632 0.056 0.195 0.148 0.0952
H 4.9927 9.4353 0.6075 0.052 -0.160 -0.030 0.0852
H 6.0860 8.4821 1.6358 -0.051 -0.029 -0.195 0.0865
H 3.0515 9.0917 3.7054 0.206 0.088 -0.101 0.0924
H 4.8215 9.3481 3.6718 -0.190 0.069 0.029 0.0864
H 3.7737 10.2713 2.5710 -0.051 -0.086 0.140 0.0850
H 1.7939 8.2443 0.6728 0.043 -0.293 0.157 0.1291
H 0.1939 6.3851 0.4900 0.241 -0.005 0.118 0.1056
H -2.1335 3.7337 -2.5363 -0.005 0.277 0.141 0.1067
H -2.5364 5.4736 -2.3785 0.101 -0.274 0.129 0.0960
H -1.1836 4.7800 -1.4649 -0.183 0.018 -0.205 0.0766
H -4.2445 5.2169 0.9078 0.172 0.131 -0.173 0.1102
H -2.5588 5.7522 0.7679 -0.226 0.051 -0.108 0.0733
H -3.7533 6.3214 -0.4134 0.080 -0.252 0.182 0.0955

119
Properties=species:S:1:pos:R:3:forces:R:3:lowdin_charge:R:1 method="wB97M-V/def2-TZVPD" spin_multiplicity=1 charge=+1 molar_mass_g_mol=2276.99
C -0.3596 -2.4432 -1.0724 0.714 -0.289 -0.331 -0.0938
C 0.1355 -1.1118 -1.6846 0.198 -0.060 0.081 -0.2282
C 1.5754 -0.8438 -1.4998 -2.226 1.645 -2.776 -0.2703
C 2.1736 0.3713 -2.0195 -2.540 -1.086 -0.323 -0.0720
C 1.2987 1.2723 -2.7580 -0.015 -1.417 1.138 -0.1237
C -0.1012 0.9880 -2.9185 -0.338 -1.351 2.002 -0.1676
C -0.7848 -0.2153 -2.3594 4.247 1.171 0.385 -0.1839
C -2.2916 -0.2255 -2.5975 0.635 3.022 -1.243 -0.2047
N -3.3405 -0.9062 -1.7367 -0.837 0.386 -0.180 -0.2237
P -3.2054 -2.5222 -2.6148 -0.259 -3.370 -1.349 0.4450
S -3.7406 -4.1661 -1.8534 -0.103 -0.068 0.440 0.3070
C -3.3480 -0.7667 -0.2492 0.561 1.585 4.426 -0.9919
Br -3.5597 -2.2539 1.0420 0.104 -0.101 -1.287 0.7417
Br -1.8381 0.2161 0.6728 0.211 -0.285 -1.170 0.7868
O -4.4204 0.0866 0.2379 -0.041 -0.177 -2.389 -0.3713
C -5.0470 0.7656 -0.9116 0.855 -1.165 0.726 -0.5272
P -4.0281 2.4235 -1.0384 1.502 0.892 -1.168 0.5871
O -4.7264 3.4251 -2.2242 -0.224 -1.877 1.343 -0.3599
I -4.0917 3.5640 1.1592 -0.445 -0.356 -0.657 0.5433
P -6.7213 1.2544 -0.2652 -3.001 0.754 4.941 0.5492
O -6.6398 1.1083 1.2299 0.383 -0.301 -1.725 -0.3159
O -7.0866 2.8644 -0.4925 0.753 -2.161 -1.363 -0.1999
O -8.0748 0.4433 -0.7183 1.234 0.567 -0.650 -0.1485
C -4.7671 -0.3779 -1.9869 -3.606 2.749 -2.939 -0.3783
C -5.0735 0.4173 -3.3432 1.342 0.091 -0.840 -0.0387
C -5.9611 -1.4205 -2.0709 -1.092 -0.465 1.062 -0.1862
C -6.4586 -2.1205 -0.7728 -0.870 -0.757 1.387 -0.2143
C -7.9676 -2.6638 -0.8601 0.099 -0.888 -0.094 -0.2443
N -8.5162 -2.6270 -2.2408 0.046 0.966 0.851 -0.0084
H -0.3567 -3.2508 -1.8603 0.013 0.660 0.809 0.0850
H 0.3392 -2.7935 -0.2620 -0.776 0.414 -0.723 0.1019
H -1.3795 -2.3906 -0.6391 0.642 -0.064 -0.186 -0.0174
H 2.1883 -1.5674 -0.9399 -0.862 0.057 -1.598 -0.0314
H 3.2497 0.5490 -1.8182 -0.927 0.109 -0.347 0.1094
H 1.7116 2.2181 -3.1685 -0.421 -0.842 0.399 0.0871
H -0.7031 1.7321 -3.4727 0.194 -0.748 1.418 0.0243
H -2.5547 0.8718 -2.6104 0.169 -1.164 0.259 0.0855
H -2.4850 -0.5310 -3.6712 -0.083 -0.012 1.174 0.1320
H -3.9786 -2.3000 -3.8062 0.534 0.842 0.750 0.0371
H -1.8816 -2.6850 -3.1438 -0.561 1.069 0.544 0.0364
H -5.5496 3.0043 -2.5340 0.033 0.790 0.092 0.0267
H -7.4982 3.1384 0.3515 0.286 -0.206 -0.226 0.0968
H -8.3511 -0.0814 0.0636 0.276 0.363 -0.367 0.0860
H -4.3394 1.2147 -3.6141 -0.332 -0.702 0.337 0.0776
H -5.1252 -0.2767 -4.2267 -0.287 0.710 0.860 0.1081
H -6.0373 0.9848 -3.2093 0.759 -1.005 -0.163 0.1072
H -6.8349 -0.8063 -2.4298 1.045 -0.518 0.425 0.1041
H -5.8956 -2.1906 -2.8788 0.472 0.699 0.615 0.1020
H -5.8813 -3.0254 -0.4514 -0.069 1.039 -0.711 0.0387
H -6.4498 -1.4624 0.1449 0.318 -0.386 -1.093 0.0871
H -8.6230 -2.1360 -0.1081 0.584 -0.382 -0.714 0.1009
H -7.9946 -3.7477 -0.5532 0.278 1.135 -0.130 0.1200
H -9.1995 -3.3643 -2.4010 0.132 0.322 0.174 0.0747
H -8.9831 -1.7163 -2.3116 -0.042 -0.631 -0.468 0.0684
C -4.2072 8.1193 1.4027 0.069 0.108 0.011 -1.5568
Cl -3.7163 7.4326 2.9569 -0.062 -0.039 -0.082 0.5017
Cl -4.3840 9.8716 1.5267 -0.032 -0.131 -0.015 0.5316
Cl -3.0419 7.6997 0.1410 -0.090 -0.032 0.040 0.5012
H -5.1698 7.6975 1.1321 0.114 0.035 0.030 0.0108
C 3.7152 -0.4975 2.0068 -0.222 -0.038 0.491 -1.4643
Cl 2.4888 -0.6416 0.7290 1.282 0.628 2.656 0.6983
Cl 2.9681 -0.0427 3.5419 -0.072 -0.311 -0.338 0.5037
Cl 4.6212 -2.0064 2.1783 -0.039 0.115 -0.015 0.5258
H 4.4110 0.2849 1.7209 -0.074 -0.090 0.024 -0.0205
C 4.9664 -2.8459 -2.8490 0.116 0.092 0.052 -1.5073
Cl 5.8700 -1.5606 -3.6531 -0.080 -0.173 0.156 0.5100
Cl 5.0148 -2.6347 -1.0913 -0.063 -0.048 -0.158 0.5231
Cl 3.2970 -2.8812 -3.4298 0.083 -0.124 -0.078 0.5547
H 5.4301 -3.7967 -3.0915 -0.051 0.105 0.035 0.0180
C 6.9535 1.3010 4.6619 0.114 -0.139 -0.159 -1.5788
Cl 6.2403 1.8285 3.1268 0.572 -0.142 -0.427 0.5105
Cl 6.0798 -0.0887 5.3110 0.091 0.124 0.018 0.5213
Cl 8.6631 0.9150 4.4522 -0.154 0.090 0.076 0.5283
H 6.8731 2.1191 5.3763 0.036 -0.380 -0.537 -0.1252
C 11.7085 -0.4188 2.4505 -0.013 -0.063 0.094 -1.5447
Cl 11.8750 0.1895 4.1011 0.058 0.002 -0.098 0.5074
Cl 13.2671 -0.3870 1.6165 -0.060 0.003 -0.037 0.5415
Cl 11.0398 -2.0533 2.4553 0.009 0.121 -0.029 0.5285
H 11.0218 0.2295 1.9155 0.081 -0.063 0.059 0.0119
C -3.9639 -7.9386 -3.6027 -0.116 0.039 0.025 -1.5359
Cl -3.0312 -6.7040 -4.4596 0.018 -0.109 -0.016 0.4967
Cl -3.8320 -7.7212 -1.8525 0.025 -0.059 -0.089 0.5040
Cl -5.6556 -7.9005 -4.1081 0.118 -0.019 0.023 0.5280
H -3.5537 -8.9108 -3.8565 -0.031 0.115 0.032 0.0166
C 5.2214 0.9921 -6.9750 -0.005 -0.107 -0.004 -1.5334
Cl 4.0046 0.7969 -8.2420 0.063 0.042 0.048 0.5200
Cl 4.4566 1.4404 -5.4438 0.020 0.024 -0.049 0.4994
Cl 6.1686 -0.4877 -6.7884 -0.032 0.198 -0.161 0.5103
H 5.8930 1.7927 -7.2678 -0.085 -0.080 0.040 0.0169
C -0.3493 2.8808 -6.6173 0.233 0.090 -0.168 -1.4813
Cl -2.0636 2.5436 -6.8998 0.044 -0.044 0.014 0.5180
Cl -0.0982 4.5969 -6.2912 -0.003 -0.156 -0.022 0.5484
Cl 0.2609 1.8968 -5.2737 0.192 0.709 -2.440 0.6689
H 0.2024 2.6191 -7.5151 -0.106 0.039 0.064 0.0173
C 7.5249 2.2744 8.9692 0.156 -0.216 0.115 -1.5086
Cl 6.8080 2.8018 7.4380 -0.094 0.333 0.614 0.5789
Cl 6.6488 0.8852 9.6164 0.025 0.133 -0.050 0.5384
Cl 9.2339 1.8880 8.7528 -0.120 0.070 0.005 0.5398
H 7.4459 3.0903 9.6803 -0.016 -0.062 -0.117 0.0169
C -5.1859 -3.6649 4.1088 -0.230 0.029 0.083 -1.5236
Cl -3.8866 -4.2559 3.0620 0.007 -0.383 0.394 0.4849
Cl -6.7494 -4.2762 3.5629 0.120 0.080 -0.006 0.5497
Cl -4.8866 -4.1182 5.7881 0.002 -0.036 -0.102 0.5828
H -5.2030 -2.5797 4.0475 0.014 -0.101 -0.071 -0.0387
C 16.4478 1.7588 2.5300 0.045 0.007 0.027 -1.5597
Cl 16.9211 1.0677 4.0855 -0.075 0.009 -0.089 0.5185
Cl 16.2091 3.5044 2.6709 -0.038 -0.090 -0.021 0.5174
Cl 17.6559 1.3937 1.2929 -0.097 -0.006 0.034 0.5190
H 15.5056 1.3091 2.2298 0.131 0.077 0.066 -0.0411
C 3.0779 4.0178 4.8302 -0.007 -0.037 0.174 -1.5097
Cl 1.8580 3.8659 3.5587 0.075 0.011 0.004 0.5220
Cl 2.3247 4.4718 6.3627 0.059 0.026 -0.096 0.5359
Cl 3.9838 2.5103 5.0015 -0.511 0.638 0.582 0.4781
H 3.7714 4.8027 4.5456 -0.091 -0.080 0.012 0.0202
C -3.9241 -0.6102 5.9914 0.078 0.125 0.112 -1.5513
Cl -4.5995 0.2189 7.3958 0.020 -0.099 -0.119 0.5454
Cl -4.5877 0.0581 4.4902 -0.024 -0.071 -0.057 0.5346
Cl -2.1604 -0.5073 5.9925 -0.106 -0.061 -0.044 0.5356
H -4.2038 -1.6578 6.0459 0.070 0.174 0.060 -0.0657

89
Properties=species:S:1:pos:R:3:forces:R:3:lowdin_charge:R:1 method="wB97M-V/def2-TZVPD" spin_multiplicity=1 charge=0 molar_mass_g_mol=922.47
C 3.6330 0.2478 3.9129 0.291 1.544 -0.313 -0.0516
C 3.3387 0.7343 2.4131 -1.030 -0.718 0.518 -0.3780
C 1.7805 1.1486 2.3958 -2.960 0.465 0.551 -0.1350
C 0.7878 0.2495 3.2032 -0.727 2.790 -2.293 -0.0198
C -0.6512 0.5587 3.1757 0.846 1.715 -1.555 -0.0312
C -1.2321 1.7148 2.4045 3.503 -0.493 0.173 -0.1246
C -0.2954 2.5946 1.6387 0.252 -2.503 1.865 -0.1265
C 1.1512 2.3208 1.6355 -0.471 -1.882 1.474 -0.0279
C 4.3476 1.9051 2.1391 0.819 -1.030 1.324 -0.1397
O 4.2603 2.5133 0.8194 -0.407 -1.772 -0.689 -0.2266
S 4.5602 1.4513 -0.3990 1.399 1.782 -4.302 0.7210
O 3.9482 2.0530 -1.6238 -0.063 -0.421 2.207 -0.3470
O 5.9756 1.2847 -0.6961 -1.332 -0.194 2.046 -0.2591
C 3.6784 -0.1199 -0.1290 -1.404 -0.304 1.123 -0.1462
C 3.5160 -0.5353 1.4225 -0.956 0.043 -0.141 -0.2596
P 4.8409 -1.7409 1.9610 3.438 -1.780 -0.879 0.5587
O 6.1098 -1.0882 2.3737 -1.718 0.156 0.215 -0.2548
O 4.2690 -2.8326 3.0930 0.049 1.827 -1.277 -0.1472
O 5.1671 -2.6407 0.6154 -2.581 1.209 2.447 -0.0990
H 3.2147 1.0672 4.5662 0.284 -1.108 -0.417 0.1123
H 4.7432 0.2455 4.0831 -1.034 -0.365 -0.209 0.0969
H 3.1689 -0.7370 4.1460 0.416 0.884 -0.164 0.0737
H 1.0960 -0.6465 3.7814 -0.023 0.903 -0.552 0.1043
H -1.3767 -0.0859 3.7266 0.864 0.585 -0.454 0.1121
H -2.3311 1.9065 2.3960 1.302 -0.213 0.282 0.0308
H -0.7090 3.4408 1.0461 0.569 -0.725 0.623 0.0748
H 1.7834 3.0036 1.0256 -0.337 -0.689 0.652 0.1094
H 4.2176 2.6659 2.9593 -0.122 -0.324 -1.347 0.1601
H 5.4044 1.5220 2.2638 -1.110 0.110 -0.144 0.1451
H 4.1569 -0.9023 -0.7864 0.195 0.686 0.457 0.1212
H 2.6165 0.0445 -0.5447 2.333 0.186 -0.053 0.0833
H 2.5248 -1.1277 1.4999 1.540 0.613 -0.017 0.1219
H 4.6441 -2.5850 3.9592 -0.014 -0.182 -0.410 0.0833
H 4.2820 -2.9845 0.3529 0.988 -0.528 -0.652 0.0988
Na 0.9644 0.0307 0.3997 -1.383 -0.042 -0.123 0.5237
C 6.4173 -3.5030 -1.9888 0.803 -1.564 0.348 -1.0149
O 5.9878 -2.3219 -2.1437 -0.526 0.694 0.019 -0.1192
O 7.5567 -3.8016 -1.4991 0.572 1.136 0.186 -0.0630
O 5.7565 -4.5624 -2.2976 -1.462 0.094 -0.587 -0.1145
O 6.2142 3.2232 -3.4483 0.151 0.137 -0.173 0.3050
H 7.1053 3.1827 -3.0341 -0.100 -0.191 0.039 0.1874
H 5.5338 2.7951 -2.8713 -0.518 -0.428 0.559 0.1308
H 6.2186 2.8272 -4.3484 0.019 -0.091 0.148 0.1882
C 6.0377 -6.5832 -4.8683 -0.044 0.103 -0.150 -0.0549
C 5.9857 -7.3345 -6.0335 0.016 -0.044 -0.218 -0.1083
C 6.2730 -8.6941 -5.9941 0.069 0.493 0.394 -0.1708
C 6.6026 -9.3069 -4.7933 0.098 -0.372 -0.077 -0.1083
C 6.6503 -8.5536 -3.6275 -0.071 0.072 -0.275 -0.0685
C 6.3720 -7.1905 -3.6657 0.095 -0.185 0.336 -0.0393
H 5.8181 -5.5223 -4.8926 0.030 -0.051 0.197 0.1116
H 5.7218 -6.8602 -6.9740 -0.005 0.036 0.034 0.0890
H 6.2390 -9.2807 -6.9081 -0.173 -0.320 0.159 -0.0132
H 6.8215 -10.3687 -4.7657 -0.002 0.032 0.002 0.0981
H 6.9055 -9.0280 -2.6875 -0.004 0.020 -0.060 0.1067
H 6.4137 -6.5965 -2.7568 -0.080 0.283 -0.143 0.0944
Br -2.6688 2.0394 -0.1834 -0.345 -0.182 -0.697 0.8002
C -3.9119 1.5866 -1.6180 -0.211 -0.002 0.126 -0.6303
C -3.4494 0.3690 -2.3743 -0.010 0.048 -0.240 -0.6876
Br -1.9857 0.7988 -3.5881 0.092 -0.078 0.124 0.6020
H -4.0099 2.4713 -2.2428 0.028 -0.102 0.020 0.0638
H -4.8617 1.3918 -1.1210 0.053 0.006 -0.037 0.0721
H -4.2467 -0.0100 -3.0125 0.001 0.079 0.072 0.0661
H -3.0973 -0.4303 -1.7258 -0.073 0.099 -0.008 0.0461
C -5.8164 2.2581 4.3156 0.403 0.045 0.008 0.0712
C -7.1162 2.4141 4.0537 -0.268 -0.838 0.528 -0.2160
C -7.6054 3.5373 3.1931 1.153 0.654 -0.540 -0.2731
O -8.7968 3.6360 2.9555 1.808 -2.438 1.007 -0.1591
C -6.6318 4.4809 2.6650 -0.089 0.089 0.092 0.0858
C -5.3314 4.3247 2.9320 -0.126 0.342 -0.238 -0.2196
C -4.8344 3.1923 3.7648 -0.118 -0.197 0.126 -0.3107
O -3.6331 3.0747 3.9628 0.106 0.024 -0.102 0.0604
O -4.4048 5.1847 2.4566 0.030 -0.696 0.442 0.1053
O -8.0414 1.5686 4.5485 0.111 0.719 -0.439 0.1073
H -5.4449 1.4505 4.9318 -0.045 0.004 -0.001 0.1316
H -7.0226 5.3132 2.0427 -0.533 0.172 -0.490 0.0686
H -3.5500 4.8543 2.7864 -0.066 0.107 -0.024 0.1041
H -8.8984 1.8929 4.2133 0.027 -0.159 -0.006 0.1186
O -7.9898 6.1881 0.8293 0.251 -0.316 1.019 -0.5129
H -8.9347 6.3382 0.8449 -0.292 0.249 -0.473 -0.1908
Li 6.4831 -9.5518 -8.6506 0.076 0.138 -0.014 0.6520
K -10.3837 5.0113 2.6487 -2.356 2.058 -1.513 0.9705
C -11.1709 1.7505 -2.0584 0.626 -0.255 -0.520 -0.1709
C -10.8394 3.1465 -1.4824 -0.558 -1.107 -0.205 -0.6190
O -11.8412 3.5199 -0.6687 0.228 0.866 0.824 -0.3861
H -12.0979 1.7630 -2.6393 -0.027 0.124 0.145 0.0471
H -10.3645 1.4167 -2.7324 0.013 -0.116 -0.081 0.0362
H -11.2677 0.9997 -1.2673 -0.071 0.158 0.086 0.0422
H -10.6301 3.7827 -2.3727 -0.225 0.358 -0.072 0.0690
H -9.8210 3.0400 -1.0393 0.122 0.068 0.382 0.0620

Let's list Kohn-Sham gap in order: 5.75 8.06 1.31 eV.
Let's list LUMO energy in order: -4.519 -3.102 -2.583 eV.
Let's list calculated total energy in order: -48470.9043 -718119.7289 -243551.7604 eV.